[1]
This record from OMol25 describes C33H55BHfN6P2S3 as an isolated structure. The level of theory is wB97M-V/def2-TZVPD.

Cartesian coordinates (Å):
Hf1 -1.141 -2.738 -0.304
C1 3.327 -1.986 -3.173
C2 2.479 -0.844 -2.710
C3 2.514 0.394 -3.313
C4 1.688 1.470 -2.902
N1 0.876 1.307 -1.875
N2 0.888 0.113 -1.262
B1 0.128 0.239 -0.003
N3 -1.195 0.914 -0.046
N4 -1.107 2.025 0.689
C5 -2.106 2.887 0.620
C6 -3.219 2.591 -0.202
C7 -3.316 1.426 -0.932
C8 -4.500 1.117 -1.793
C9 -2.223 0.549 -0.815
S1 -2.167 -0.977 -1.709
C10 -1.945 4.167 1.422
C11 -0.728 4.921 0.862
C12 -1.695 3.790 2.890
C13 -3.193 5.043 1.316
N5 0.778 -0.012 1.308
N6 1.890 0.723 1.379
C14 2.503 0.780 2.549
C15 1.981 0.054 3.646
C16 0.850 -0.729 3.550
C17 0.302 -1.503 4.708
C18 0.245 -0.746 2.283
S2 -1.220 -1.668 1.930
C19 3.740 1.661 2.616
C20 4.716 1.217 1.517
C21 4.418 1.559 3.982
C22 3.289 3.110 2.363
C23 1.582 -0.968 -1.632
S3 1.337 -2.483 -0.768
C24 1.677 2.843 -3.555
C25 2.169 3.860 -2.514
C26 2.583 2.876 -4.785
C27 0.233 3.169 -3.966
H1 3.954 -1.679 -4.007
H2 2.706 -2.823 -3.498
H3 3.972 -2.341 -2.367
H4 3.184 0.552 -4.149
H5 -4.027 3.310 -0.251
H6 -5.175 1.968 -1.829
H7 -5.050 0.262 -1.394
H8 -4.195 0.877 -2.812
H9 0.185 4.329 0.953
H10 -0.594 5.842 1.427
H11 -0.868 5.193 -0.187
H12 -0.806 3.166 2.996
H13 -2.551 3.271 3.326
H14 -1.534 4.701 3.467
H15 -3.387 5.368 0.292
H16 -3.042 5.946 1.907
H17 -4.083 4.548 1.711
H18 2.500 0.108 4.595
H19 0.952 -1.396 5.573
H20 0.219 -2.564 4.468
H21 -0.691 -1.140 4.978
H22 5.040 0.184 1.657
H23 5.604 1.848 1.558
H24 4.277 1.324 0.524
H25 4.757 0.544 4.202
H26 3.777 1.907 4.795
H27 5.300 2.198 3.987
H28 2.791 3.210 1.397
H29 4.166 3.757 2.360
H30 2.618 3.468 3.146
H31 3.186 3.642 -2.181
H32 1.513 3.889 -1.643
H33 2.178 4.852 -2.965
H34 3.633 2.705 -4.537
H35 2.526 3.864 -5.240
H36 2.274 2.157 -5.548
H37 -0.434 3.174 -3.102
H38 -0.146 2.462 -4.707
H39 0.207 4.162 -4.414
C28 -4.885 -3.698 0.771
P1 -3.440 -4.218 -0.178
C29 -3.931 -4.236 -1.930
C30 -3.100 -5.955 0.246
C31 -1.906 -6.481 -0.545
P2 -0.465 -5.374 -0.387
C32 0.018 -5.486 1.368
C33 0.880 -6.085 -1.349
H40 -5.704 -4.383 0.541
H41 -5.182 -2.686 0.498
H42 -4.677 -3.737 1.840
H43 -4.681 -5.016 -2.084
H44 -3.095 -4.446 -2.601
H45 -4.363 -3.274 -2.202
H46 -4.000 -6.539 0.032
H47 -2.938 -6.026 1.324
H48 -2.145 -6.586 -1.606
H49 -1.605 -7.472 -0.195
H50 0.138 -6.538 1.639
H51 -0.724 -5.056 2.043
H52 0.972 -4.980 1.532
H53 1.027 -7.113 -1.011
H54 1.799 -5.521 -1.196
H55 0.635 -6.091 -2.411

Computed properties:
* spin multiplicity: 1
* total charge: +4
* LUMO energy: -12.44 eV
* orbital gap: 0.27591 Eh
* HOMO energy: -19.949 eV
* energy relative to the best compared isomer or geometry (same formula, charge and spin): 0.0 kJ/mol

---

[2]
This record from OMol25 describes C33H55Cl3CsN8O7SbSi3 as an isolated structure. The level of theory is wB97M-V/def2-TZVPD.

Cartesian coordinates (Å):
Cs1 -2.010 0.926 0.818
C1 0.334 -1.744 3.338
C2 -1.161 -2.023 3.166
N1 -1.605 -2.188 1.799
C3 -1.114 -3.328 1.070
C4 0.261 -3.099 0.473
C5 1.187 -4.128 0.340
C6 2.459 -3.817 -0.123
C7 2.775 -2.495 -0.376
C8 1.779 -1.532 -0.223
C9 2.068 -0.062 -0.373
N2 3.164 0.357 0.508
C10 2.739 0.764 1.855
C11 2.243 -0.376 2.746
N3 0.804 -0.551 2.676
N4 0.541 -1.847 0.132
H1 0.903 -2.591 2.936
H2 0.530 -1.739 4.427
H3 -1.727 -1.199 3.604
H4 -1.380 -2.917 3.784
H5 -2.602 -2.055 1.678
H6 -1.797 -3.527 0.245
H7 -1.076 -4.244 1.689
H8 0.922 -5.141 0.621
H9 3.203 -4.596 -0.247
H10 3.775 -2.189 -0.659
H11 1.141 0.478 -0.167
H12 2.348 0.157 -1.406
H13 3.608 1.159 0.081
H14 1.947 1.518 1.815
H15 3.610 1.224 2.328
H16 2.583 -0.189 3.780
H17 2.719 -1.310 2.425
H18 0.326 0.294 2.978
O1 1.827 6.654 -0.957
C12 1.346 5.418 -0.601
C13 1.162 5.066 0.726
C14 0.676 3.799 1.006
N5 0.354 2.920 0.056
C15 0.530 3.272 -1.218
C16 1.043 4.508 -1.598
C17 0.100 2.276 -2.295
O2 -1.114 1.996 -2.311
O3 1.006 1.870 -3.064
C18 0.476 3.404 2.485
O4 1.048 4.135 3.313
O5 -0.257 2.405 2.700
H19 1.994 7.143 -0.145
H20 1.405 5.725 1.551
H21 1.195 4.747 -2.642
C19 -3.912 -3.647 -0.939
C20 -3.338 -2.349 -1.434
N6 -2.374 -2.256 -2.267
O6 -1.866 -3.525 -2.648
C21 -3.930 -1.080 -0.975
C22 -4.016 0.093 -1.910
N7 -4.333 -1.084 0.266
O7 -4.779 0.030 0.784
H22 -3.223 -4.477 -1.074
H23 -4.822 -3.856 -1.508
H24 -4.204 -3.533 0.103
H25 -1.049 -3.267 -3.089
H26 -4.413 -0.232 -2.877
H27 -3.052 0.568 -2.122
H28 -4.687 0.829 -1.466
Cl1 -3.944 3.250 6.045
C23 -2.695 3.108 4.755
Cl2 -1.516 4.385 4.916
Cl3 -3.503 3.173 3.186
C24 -2.052 1.804 4.946
N8 -1.586 0.789 5.204
C25 3.515 -3.669 -4.317
Si1 1.798 -3.340 -5.032
C26 0.688 -4.683 -4.303
C27 1.870 -3.695 -6.888
Sb1 0.995 -1.061 -4.153
Si2 -0.732 -0.529 -5.950
C28 -2.092 -1.822 -5.898
C29 -0.056 -0.517 -7.717
C30 -1.434 1.157 -5.558
Si3 2.880 0.360 -5.139
C31 4.110 0.697 -3.762
C32 3.810 -0.491 -6.553
C33 2.287 1.995 -5.838
H29 3.846 -4.684 -4.561
H30 3.484 -3.571 -3.230
H31 4.264 -2.968 -4.692
H32 1.060 -5.675 -4.581
H33 -0.342 -4.604 -4.659
H34 0.673 -4.625 -3.211
H35 2.300 -4.687 -7.061
H36 2.472 -2.961 -7.426
H37 0.866 -3.688 -7.318
H38 -1.709 -2.826 -6.102
H39 -2.848 -1.589 -6.656
H40 -2.574 -1.834 -4.920
H41 0.311 -1.502 -8.011
H42 0.762 0.196 -7.840
H43 -0.857 -0.233 -8.408
H44 -1.648 1.253 -4.489
H45 -2.350 1.334 -6.132
H46 -0.713 1.940 -5.804
H47 4.463 -0.229 -3.301
H48 3.615 1.301 -2.998
H49 4.977 1.247 -4.141
H50 4.238 -1.452 -6.261
H51 4.629 0.155 -6.888
H52 3.147 -0.661 -7.404
H53 1.714 2.521 -5.076
H54 1.668 1.868 -6.728
H55 3.159 2.599 -6.117

Computed properties:
* spin multiplicity: 1
* total charge: -2
* LUMO energy: 3.68 eV
* orbital gap: 0.21570 Eh
* HOMO energy: -2.185 eV
* energy relative to the best compared isomer or geometry (same formula, charge and spin): 0.0 kJ/mol

---

[3]
This record from OMol25 describes C33H55ClEuN2O2P2 as an isolated structure at a distorted geometry. The level of theory is wB97M-V/def2-TZVPD.

Cartesian coordinates (Å):
Eu1 -0.749 -0.284 -0.104
Cl1 -3.070 -1.352 -0.496
P1 0.037 0.574 -2.755
C1 -1.644 1.195 -3.225
C2 1.284 1.742 -3.488
C3 0.204 -1.162 -3.383
C4 -2.312 2.076 -2.143
H1 -2.235 0.264 -3.304
C5 -1.582 1.900 -4.575
H2 -1.177 2.914 -4.476
H3 -2.597 1.983 -4.977
H4 -0.982 1.342 -5.301
H5 -2.778 1.467 -1.350
H6 -3.113 2.679 -2.597
H7 -1.602 2.773 -1.674
H8 -0.713 -1.639 -2.980
C6 1.414 -1.965 -2.841
C7 0.149 -1.133 -4.907
H9 -0.861 -0.896 -5.257
H10 0.412 -2.127 -5.289
H11 0.863 -0.408 -5.324
H12 1.795 -1.593 -1.877
H13 2.254 -1.975 -3.555
H14 1.102 -3.008 -2.665
C8 1.191 2.995 -2.604
H15 1.027 2.016 -4.523
C9 2.635 1.041 -3.466
H16 0.293 3.589 -2.813
H17 2.063 3.650 -2.708
H18 1.156 2.685 -1.550
H19 2.731 0.476 -2.532
H20 3.473 1.745 -3.470
H21 2.752 0.343 -4.299
H22 -0.887 1.568 0.112
H23 0.585 -1.586 -0.275
P2 -0.423 -0.777 2.755
C10 -1.120 -2.473 2.650
C11 0.918 -0.725 4.021
C12 -1.825 0.394 3.024
C13 -0.519 -3.378 1.551
H24 -2.177 -2.296 2.375
C14 -1.030 -3.131 4.024
H25 -0.010 -3.481 4.230
H26 -1.697 -4.000 4.058
H27 -1.334 -2.451 4.825
H28 -0.947 -3.163 0.561
H29 -0.751 -4.431 1.767
H30 0.573 -3.286 1.481
H31 -2.562 0.062 2.258
C15 -1.553 1.899 2.779
C16 -2.374 0.131 4.427
H32 -2.883 -0.839 4.475
H33 -3.103 0.909 4.687
H34 -1.573 0.153 5.182
H35 -0.658 2.088 2.173
H36 -1.442 2.452 3.726
H37 -2.404 2.340 2.233
C17 2.067 -1.574 3.453
H38 0.533 -1.186 4.947
C18 1.296 0.732 4.290
H39 1.930 -2.633 3.698
H40 3.038 -1.260 3.854
H41 2.125 -1.487 2.356
H42 1.462 1.262 3.343
H43 2.227 0.790 4.869
H44 0.508 1.254 4.843
O1 1.213 0.496 1.174
C19 2.316 0.979 0.751
N1 3.398 1.151 1.552
C20 4.422 1.880 0.853
C21 3.766 2.001 -0.533
O2 4.290 2.594 -1.491
N2 2.552 1.388 -0.510
C22 4.576 3.264 1.484
C23 3.805 4.323 0.992
C24 4.094 5.645 1.351
C25 5.026 5.896 2.359
C26 5.613 4.823 3.042
C27 5.391 3.504 2.607
C28 5.667 1.053 0.586
C29 6.943 1.611 0.373
C30 7.963 0.825 -0.191
C31 7.721 -0.507 -0.540
C32 6.460 -1.062 -0.316
C33 5.446 -0.284 0.252
H45 3.422 0.780 2.505
H46 2.995 4.144 0.277
H47 3.578 6.458 0.832
H48 5.269 6.921 2.633
H49 6.257 4.997 3.909
H50 5.846 2.656 3.135
H51 7.118 2.670 0.605
H52 8.938 1.288 -0.373
H53 8.515 -1.092 -0.998
H54 6.250 -2.090 -0.604
H55 4.462 -0.734 0.386

Computed properties:
* expectation value of S²: 12.013
* spin multiplicity: 7
* total charge: -1
* LUMO energy (alpha / beta): 2.60 / 2.60 eV
* orbital gap (alpha / beta): 0.23667 / 0.23547 Eh
* HOMO energy (alpha / beta): -3.845 / -3.811 eV
* energy relative to the best compared isomer or geometry (same formula, charge and spin): 79.9 kJ/mol

---

[4]
This record from OMol25 describes C33H55NP2Ti as an isolated structure at a distorted geometry. The level of theory is wB97M-V/def2-TZVPD.

Cartesian coordinates (Å):
Ti1 -1.045 -0.245 0.376
C1 -2.185 0.097 2.244
C2 -2.598 1.077 1.243
C3 -3.259 -1.044 0.506
C4 -2.598 -1.207 1.774
C5 -3.215 0.353 0.146
C6 -1.588 0.340 3.589
H1 -1.332 1.392 3.739
H2 -0.688 -0.270 3.756
H3 -2.296 0.058 4.382
C7 -2.509 -2.485 2.527
H4 -1.843 -2.401 3.389
H5 -2.123 -3.299 1.902
H6 -3.492 -2.805 2.899
C8 -4.072 -2.096 -0.163
H7 -4.965 -2.353 0.429
H8 -3.511 -3.027 -0.306
H9 -4.420 -1.773 -1.151
C9 -3.816 0.936 -1.088
H10 -4.909 0.836 -1.091
H11 -3.458 0.429 -1.996
H12 -3.584 2.003 -1.188
C10 -2.599 2.566 1.369
H13 -3.622 2.966 1.444
H14 -2.149 3.044 0.488
H15 -2.061 2.904 2.263
C11 4.254 2.300 0.903
C12 3.660 3.115 1.793
C13 3.530 4.600 1.658
C14 3.211 5.099 0.230
C15 2.375 4.214 -0.657
C16 2.878 3.424 -1.629
C17 4.291 2.921 -1.673
C18 5.024 2.730 -0.315
H16 4.473 5.074 1.987
H17 4.160 5.345 -0.265
H18 2.761 4.977 2.351
H19 5.603 3.643 -0.102
H20 4.352 1.235 1.146
H21 3.374 2.723 2.782
H22 5.753 1.919 -0.483
H23 4.314 1.960 -2.226
H24 2.284 3.200 -2.531
H25 4.909 3.620 -2.277
H26 2.647 6.039 0.339
H27 1.302 4.400 -0.602
P1 1.101 0.611 1.195
P2 -0.284 0.621 -1.891
C19 2.115 0.747 -0.332
C20 1.539 0.418 -1.713
H28 3.043 0.176 -0.177
H29 2.382 1.807 -0.266
H30 2.009 1.073 -2.467
H31 1.786 -0.625 -1.976
C21 -0.665 -0.319 -3.398
H32 -1.732 -0.592 -3.402
H33 -0.065 -1.237 -3.435
H34 -0.449 0.299 -4.279
C22 -0.551 2.368 -2.298
H35 0.108 2.656 -3.128
H36 -0.353 3.019 -1.435
H37 -1.599 2.503 -2.603
C23 2.194 -0.040 2.465
H38 1.645 -0.053 3.419
H39 3.097 0.565 2.578
H40 2.467 -1.067 2.207
C24 0.639 2.305 1.710
H41 -0.107 2.751 1.045
H42 1.503 2.977 1.736
H43 0.221 2.250 2.721
C25 -2.377 -5.318 -0.791
N1 -2.221 -4.404 -1.885
C26 -3.139 -4.522 -2.984
C27 -1.339 -3.268 -1.865
C28 -0.310 -3.318 -0.763
C29 0.546 -4.431 -0.764
C30 1.329 -4.718 0.358
C31 1.293 -3.863 1.465
C32 0.523 -2.695 1.399
C33 -0.181 -2.333 0.235
H44 -3.128 -6.062 -1.101
H45 -2.738 -4.835 0.137
H46 -1.440 -5.840 -0.551
H47 -4.051 -3.911 -2.831
H48 -2.660 -4.191 -3.916
H49 -3.450 -5.573 -3.084
H50 -0.839 -3.249 -2.850
H51 -1.941 -2.343 -1.807
H52 0.554 -5.108 -1.630
H53 1.963 -5.606 0.370
H54 1.845 -4.096 2.377
H55 0.497 -2.063 2.294

Computed properties:
* spin multiplicity: 1
* total charge: +2
* LUMO energy (alpha / beta): -7.30 / -7.29 eV
* orbital gap (alpha / beta): 0.19308 / 0.19310 Eh
* HOMO energy (alpha / beta): -12.549 / -12.549 eV

---

[5]
This record from OMol25 describes C33H56BrCl2NO2ReSi2 as an isolated structure. The level of theory is wB97M-V/def2-TZVPD.

Cartesian coordinates (Å):
Re1 -1.552 0.443 -0.749
C1 -7.713 3.388 -1.889
C2 -6.831 2.174 -1.851
C3 -7.046 1.168 -0.916
C4 -6.228 0.051 -0.851
C5 -6.512 -1.003 0.188
C6 -5.134 -0.037 -1.730
C7 -4.244 -1.193 -1.606
O1 -3.036 -1.166 -1.802
C8 -4.913 0.954 -2.708
C9 -3.839 0.852 -3.757
C10 -5.778 2.037 -2.747
H1 -8.708 3.169 -1.504
H2 -7.810 3.775 -2.904
H3 -7.286 4.184 -1.274
H4 -7.876 1.255 -0.223
H5 -7.422 -0.753 0.730
H6 -5.701 -1.081 0.913
H7 -6.654 -1.988 -0.261
H8 -4.695 -2.147 -1.297
H9 -3.787 -0.155 -4.174
H10 -2.846 1.084 -3.372
H11 -4.054 1.548 -4.568
H12 -5.630 2.795 -3.509
Cl1 0.121 1.990 2.375
C11 -0.617 0.589 3.090
C12 -0.341 0.286 4.409
C13 -0.937 -0.814 5.008
C14 -1.806 -1.607 4.271
C15 -2.062 -1.301 2.950
Cl2 -3.109 -2.342 2.030
C16 -1.482 -0.195 2.298
N1 -1.702 0.068 0.998
H13 0.338 0.922 4.962
H14 -0.727 -1.052 6.042
H15 -2.280 -2.474 4.710
C17 -1.007 5.371 -0.908
Si1 -0.747 3.637 -1.592
C18 1.032 3.151 -1.254
C19 -1.069 3.692 -3.440
C20 -1.965 2.499 -0.728
H16 -0.320 6.088 -1.367
H17 -0.841 5.392 0.172
H18 -2.027 5.720 -1.095
H19 1.720 3.780 -1.827
H20 1.221 2.110 -1.526
H21 1.274 3.274 -0.195
H22 -0.354 4.353 -3.937
H23 -2.072 4.074 -3.647
H24 -0.980 2.696 -3.878
H25 -2.957 2.630 -1.189
H26 -2.062 2.789 0.322
C21 4.302 -2.780 3.279
C22 3.141 -1.977 2.671
C23 3.020 -0.658 3.448
C24 1.831 -2.746 2.914
Si2 3.446 -1.644 0.807
Br1 1.410 -1.079 -0.037
C25 4.566 -0.125 0.463
C26 4.905 -0.025 -1.032
C27 5.884 -0.229 1.249
C28 3.882 1.199 0.842
C29 3.935 -3.221 -0.173
C30 3.119 -4.430 0.311
C31 3.650 -3.091 -1.679
C32 5.428 -3.537 0.013
H27 4.130 -2.889 4.355
H28 5.268 -2.285 3.152
H29 4.381 -3.786 2.861
H30 2.746 -0.888 4.483
H31 2.241 -0.013 3.037
H32 3.955 -0.097 3.476
H33 1.733 -2.928 3.990
H34 1.795 -3.713 2.412
H35 0.961 -2.168 2.599
H36 5.518 -0.856 -1.382
H37 5.477 0.894 -1.201
H38 4.006 0.030 -1.650
H39 6.457 -1.123 0.996
H40 5.725 -0.223 2.329
H41 6.509 0.638 1.010
H42 2.933 1.333 0.323
H43 4.540 2.024 0.547
H44 3.697 1.296 1.911
H45 2.045 -4.253 0.226
H46 3.342 -4.709 1.341
H47 3.363 -5.291 -0.320
H48 2.586 -2.961 -1.875
H49 3.969 -4.016 -2.171
H50 4.182 -2.268 -2.153
H51 5.717 -3.624 1.062
H52 6.067 -2.786 -0.454
H53 5.651 -4.496 -0.468
C33 -0.067 -0.270 -3.366
O2 -0.740 0.617 -2.506
H54 0.608 0.294 -4.018
H55 -0.788 -0.805 -3.995
H56 0.526 -1.011 -2.819

Computed properties:
* expectation value of S²: 3.798
* spin multiplicity: 4
* total charge: 0
* LUMO energy (alpha / beta): -0.36 / -0.45 eV
* orbital gap (alpha / beta): 0.21152 / 0.27435 Eh
* HOMO energy (alpha / beta): -6.117 / -7.915 eV